[1]
Here is 2 unconnected molecules or ions with the total composition C6H9N2O2 from the OMol25 dataset. Energies are from ωB97M-V/def2-TZVPD.

The geometry in XYZ format:
```
19
Properties=species:S:1:pos:R:3:forces:R:3:lowdin_charge:R:1
C -0.718 -0.439 2.396 -0.56 -0.11 -1.11 -0.04
C -1.317 0.162 1.145 -0.34 -0.66 0.57 -0.35
C -2.920 0.898 -0.064 0.06 1.88 0.79 -0.21
C -0.799 0.331 -0.105 -0.38 0.71 0.25 -0.06
N -2.648 0.529 1.169 0.29 -0.40 -0.60 0.09
N -1.811 0.925 -0.835 0.35 -1.01 -0.23 0.05
H -3.784 1.500 -0.302 -0.24 -0.45 -0.31 0.11
H -0.553 -1.503 2.215 0.39 0.04 0.15 0.07
H -1.507 -0.391 3.137 0.22 0.24 0.40 0.07
H -1.710 1.279 -1.769 -0.23 -0.15 -0.10 0.15
H 0.147 0.081 -0.528 -0.10 0.06 -0.10 0.06
H 0.193 0.082 2.676 0.03 -0.17 0.31 0.07
C 2.406 -0.166 -0.729 1.55 0.06 -0.43 0.01
C 2.493 -0.936 -2.061 -0.69 0.16 0.52 -0.63
O 3.741 -1.006 -2.396 0.31 -0.04 -0.23 0.24
O 1.529 -1.394 -2.613 0.13 -0.04 -0.29 0.10
H 1.966 -0.877 -0.039 -0.26 0.33 0.21 0.10
H 1.900 0.771 -0.919 -0.55 -0.11 0.07 0.09
H 3.392 0.153 -0.380 0.01 -0.34 0.14 0.09
```
Positions in Å, forces in eV/Å.

Energy above the lowest of the compared OMol25 structures with the same formula, charge and spin = 95.3 kJ/mol
Spin multiplicity = 2
Lowest unoccupied orbital energy (alpha / beta) = 0.56 / -3.23 eV
Frontier orbital gap (alpha / beta) = 0.3395 / 0.2000 Ha

***

[2]
Here is a gas-phase ion, C6H9N2O2 (charge +1) from the OMol25 dataset. Energies are from ωB97M-V/def2-TZVPD.

The geometry in XYZ format:
```
19
Properties=species:S:1:pos:R:3:forces:R:3:lowdin_charge:R:1
C -2.886 0.720 0.283 -0.01 -0.34 -0.07 -0.02
C -1.500 -0.924 -0.438 0.20 -0.34 -0.04 -0.39
C 1.925 -0.059 0.029 0.15 0.04 -0.99 -0.19
C 1.043 -0.484 1.085 -0.82 0.10 0.02 0.10
C 1.210 -0.158 -1.379 1.28 -0.70 0.49 -0.13
C -0.922 0.380 -0.679 1.45 -0.09 0.10 -0.20
N -2.729 -0.598 0.200 -0.24 0.55 0.12 0.20
N -1.814 1.323 -0.222 -0.09 0.10 -0.22 0.19
O -1.128 -2.050 -0.670 -0.02 -0.08 -0.18 0.11
O 0.147 0.746 -1.380 -1.94 0.54 0.22 0.04
H -3.751 1.221 0.680 -0.03 0.11 0.08 0.17
H 2.302 0.954 0.161 0.07 -0.08 0.00 0.12
H 2.757 -0.763 -0.082 0.11 0.08 0.07 0.14
H 0.715 -1.510 1.119 -0.04 -0.12 0.10 0.08
H 0.791 0.169 1.902 0.01 0.03 0.23 0.08
H 1.894 0.161 -2.163 -0.12 -0.02 0.05 0.14
H 0.874 -1.184 -1.542 0.01 0.18 -0.08 0.13
H -3.410 -1.295 0.475 0.06 0.06 0.02 0.19
H -1.689 2.321 -0.328 -0.05 -0.03 0.08 0.20
```
Positions in Å, forces in eV/Å.

Energy above the lowest of the compared OMol25 structures with the same formula, charge and spin = 284.9 kJ/mol
Total charge = +1
Lowest unoccupied orbital energy (alpha / beta) = -4.28 / -5.75 eV
Frontier orbital gap (alpha / beta) = 0.3060 / 0.2358 Ha

***

[3]
Here is a gas-phase ion, C6H9N2O2S (charge +1) from the OMol25 dataset. Energies are from ωB97M-V/def2-TZVPD.

The geometry in XYZ format:
```
20
Properties=species:S:1:pos:R:3:forces:R:3:lowdin_charge:R:1
N 3.179 0.058 0.373 -0.10 0.16 -0.23 0.28
C 1.814 -0.332 -0.037 -1.07 0.43 0.11 -0.34
O 1.639 0.042 -1.314 0.44 0.05 0.04 0.09
C 0.974 -1.011 0.794 0.20 0.04 -0.15 -0.03
C -0.403 -1.192 0.608 0.13 -0.17 0.38 -0.04
N -1.223 -0.420 -0.106 0.16 -0.21 -0.36 -0.02
C -2.650 -0.492 -0.068 -0.13 -0.46 -0.15 -0.40
O -3.326 -1.423 0.208 -0.10 0.06 0.14 0.18
C -2.781 0.949 -0.468 -0.43 0.41 0.01 -0.04
C -1.242 1.017 -0.512 0.85 0.49 0.30 -0.69
S -0.418 2.125 0.609 0.03 -0.23 -0.16 0.67
H 3.149 0.804 1.085 0.02 -0.21 -0.21 0.19
H 3.632 0.435 -0.476 0.08 -0.15 0.37 0.19
H 3.727 -0.731 0.744 -0.08 0.16 -0.14 0.19
H 0.810 -0.283 -1.687 -0.04 -0.16 0.08 0.13
H 1.387 -1.440 1.697 0.10 -0.06 0.03 0.13
H -0.914 -1.966 1.169 0.02 -0.02 0.01 0.15
H -3.290 1.129 -1.411 0.03 0.01 -0.06 0.14
H -3.231 1.567 0.309 0.01 -0.05 0.00 0.13
H -0.832 1.163 -1.516 -0.12 -0.08 -0.02 0.10
```
Positions in Å, forces in eV/Å.

Energy above the lowest of the compared OMol25 structures with the same formula, charge and spin = 178.2 kJ/mol
Total charge = +1
SMILES string = [NH3+]/C(O)=C/C=[N+]1/C(=O)C[C@H]1[S-]
Lowest unoccupied orbital energy (alpha / beta) = -4.63 / -5.81 eV
Frontier orbital gap (alpha / beta) = 0.2867 / 0.1838 Ha

***

[4]
Here is a single C6H9N3O molecule from the OMol25 dataset. Energies are from ωB97M-V/def2-TZVPD.

The geometry in XYZ format:
```
19
Properties=species:S:1:pos:R:3:forces:R:3:lowdin_charge:R:1
H 2.903 1.549 -0.900 -0.22 -1.21 3.34 0.14
N 2.683 0.980 0.064 0.34 1.10 -1.34 0.12
C 1.979 0.052 -0.403 0.67 2.26 -3.64 -0.41
O 1.889 0.314 -1.890 -0.96 -2.25 2.07 -0.06
C 1.273 -1.121 0.191 0.43 -0.43 -0.18 -0.13
C 0.163 -0.755 1.182 -0.16 -0.01 0.14 -0.13
C -0.978 -0.016 0.559 -0.32 -0.02 -0.11 -0.28
C -2.096 -0.444 -0.140 0.18 -0.08 0.22 -0.04
C -2.807 0.737 -0.444 0.12 0.11 0.06 -0.17
N -2.180 1.810 0.027 -0.21 -0.07 -0.22 0.02
N -1.083 1.333 0.623 0.16 -0.06 0.07 0.01
H 1.530 -0.485 -2.295 -0.13 0.10 -0.39 0.07
H 0.870 -1.738 -0.627 0.04 0.17 0.33 0.12
H 2.036 -1.728 0.704 -0.23 0.17 -0.12 0.13
H -0.213 -1.686 1.628 0.10 0.26 -0.10 0.12
H 0.579 -0.150 1.997 0.03 -0.14 -0.14 0.12
H -2.380 -1.473 -0.342 0.10 0.31 -0.01 0.10
H -3.746 0.847 -0.984 0.33 0.00 0.21 0.10
H -0.423 1.973 1.051 -0.24 -0.21 -0.19 0.16
```
Positions in Å, forces in eV/Å.

Energy above the lowest of the compared OMol25 structures with the same formula, charge and spin = 141.8 kJ/mol
SMILES string = [H]/N=C(\O)CCc1ccn[nH]1
Lowest unoccupied orbital energy = 0.63 eV
Frontier orbital gap = 0.3636 Ha

***

[5]
Here is 2 unconnected molecules or ions with the total composition C6H9N3O from the OMol25 dataset. Energies are from ωB97M-V/def2-TZVPD.

The geometry in XYZ format:
```
19
Properties=species:S:1:pos:R:3:forces:R:3:lowdin_charge:R:1
N 0.899 1.108 0.941 -0.95 -0.54 -2.10 0.16
C 0.353 0.933 -0.076 0.40 1.08 2.21 -0.16
C -0.552 0.920 -1.255 0.25 -0.36 -0.39 -0.14
N -1.945 0.968 -0.916 0.33 -0.32 -0.15 -0.09
C -2.739 2.083 -0.920 -0.58 0.29 0.44 -0.17
N -3.873 1.965 -0.324 0.49 0.21 -0.36 0.08
C -3.964 0.612 0.153 0.01 -0.12 0.20 -0.25
C -3.959 -0.489 -0.877 -0.11 -0.10 -0.19 -0.06
C -2.659 -0.085 -0.249 0.13 -0.22 0.29 -0.20
H -0.303 1.783 -1.887 -0.03 -0.19 0.19 0.13
H -0.325 0.016 -1.840 -0.07 0.23 0.06 0.13
H -2.382 3.000 -1.394 -0.16 -0.27 0.10 0.13
H -4.479 0.457 1.103 0.18 0.05 -0.34 0.13
H -4.369 -1.446 -0.555 0.12 0.27 -0.11 0.11
H -4.138 -0.222 -1.920 0.04 -0.05 0.29 0.12
H -2.076 -0.774 0.367 -0.16 0.27 -0.13 0.15
O 2.233 -1.496 0.542 -0.09 1.36 1.34 -0.11
H 2.035 -0.743 1.197 0.22 -1.75 -1.63 0.04
H 1.385 -1.859 0.267 0.00 0.17 0.26 0.01
```
Positions in Å, forces in eV/Å.

Energy above the lowest of the compared OMol25 structures with the same formula, charge and spin = 215.2 kJ/mol
SMILES string = N#CCN1C=N[C@H]2C[C@H]21.O
Lowest unoccupied orbital energy = 0.46 eV
Frontier orbital gap = 0.3472 Ha

***

[6]
Here is a molecular structure, C6H9N3OS from the OMol25 dataset. Energies are from ωB97M-V/def2-TZVPD.

The geometry in XYZ format:
```
20
Properties=species:S:1:pos:R:3:forces:R:3:lowdin_charge:R:1
C -1.132 -0.345 2.584 -0.10 -1.28 0.32 -0.12
C -0.561 0.509 1.706 0.80 -2.10 -3.42 -0.38
C -0.092 -0.355 0.672 2.81 2.94 -2.46 -0.05
C 0.832 0.121 -0.932 -1.74 -1.75 2.01 -0.59
C 0.096 -2.802 0.349 -1.40 -1.01 0.45 -0.01
C 0.812 1.913 -3.150 -0.96 -0.68 0.66 -0.33
N -0.913 -1.608 2.240 -0.11 -1.81 0.60 0.07
N -0.196 -1.616 1.122 -0.98 0.51 0.18 -0.21
N -0.530 1.826 1.759 -0.23 3.24 1.20 0.10
O 1.610 -0.559 -1.538 -0.38 0.39 0.98 0.00
S 0.050 1.562 -1.526 -0.02 0.42 -0.26 0.95
H -1.751 -0.052 3.391 -0.28 -0.22 0.89 0.10
H 0.145 -3.695 1.021 0.85 1.00 -0.49 0.11
H -0.731 -3.082 -0.308 -0.40 0.40 0.04 0.09
H 0.881 -2.551 -0.340 0.92 -0.41 0.25 0.07
H 0.064 2.046 -3.891 -1.08 -0.40 -0.48 0.03
H 1.498 1.184 -3.486 0.66 -1.04 0.01 0.03
H 1.274 2.838 -3.150 1.28 1.87 0.56 0.01
H -1.004 2.296 2.532 0.31 -0.31 -0.71 0.11
H -0.352 2.371 0.947 0.05 0.27 -0.31 0.03
```
Positions in Å, forces in eV/Å.

Energy above the lowest of the compared OMol25 structures with the same formula, charge and spin = 186.0 kJ/mol
Lowest unoccupied orbital energy = 0.54 eV
Frontier orbital gap = 0.2977 Ha

***

[7]
Here is a single C6H9N3S molecule from the OMol25 dataset. Energies are from ωB97M-V/def2-TZVPD.

The geometry in XYZ format:
```
19
Properties=species:S:1:pos:R:3:forces:R:3:lowdin_charge:R:1
C -0.091 1.341 -0.432 0.27 -0.66 -1.82 -0.15
C -1.511 1.990 1.420 -0.03 0.62 0.19 -0.17
C 0.337 0.116 0.083 0.80 -0.14 -0.53 -0.07
C -1.696 0.145 2.972 0.17 -0.68 0.64 -0.70
C 1.621 -1.992 -0.131 -2.47 1.11 -2.22 -0.03
C 0.727 -0.948 -2.172 -3.07 0.83 -0.92 -0.10
N -1.405 0.835 2.032 -0.50 -2.34 1.82 0.04
N -0.927 2.191 0.235 1.09 -2.22 1.21 0.03
N 0.880 -0.794 -0.754 -0.15 -0.70 1.49 -0.28
S -1.958 -0.872 4.221 0.33 1.30 -1.62 0.59
H 0.261 1.694 -1.452 -0.70 -0.05 1.22 0.12
H -1.934 2.748 2.054 -0.24 0.79 -0.75 0.13
H 2.537 -2.064 -0.793 -0.68 -0.46 1.63 0.09
H 1.602 -1.644 0.875 1.21 -0.31 0.91 0.05
H 0.893 -2.871 -0.192 1.36 0.76 -0.17 0.10
H -0.416 -1.163 -2.562 2.67 -0.35 1.27 0.14
H 0.841 -0.001 -2.672 0.70 0.43 -0.28 0.05
H 1.481 -1.652 -2.464 -0.16 -0.39 -0.84 0.06
H -1.242 2.942 -0.269 -0.60 2.47 -1.22 0.11
```
Positions in Å, forces in eV/Å.

Energy above the lowest of the compared OMol25 structures with the same formula, charge and spin = 464.2 kJ/mol
Lowest unoccupied orbital energy (alpha / beta) = -0.19 / -0.04 eV
Frontier orbital gap (alpha / beta) = 0.2285 / 0.2493 Ha

***

[8]
Here is a gas-phase ion, C6H9N4 (charge +1) from the OMol25 dataset. Energies are from ωB97M-V/def2-TZVPD.

The geometry in XYZ format:
```
19
Properties=species:S:1:pos:R:3:forces:R:3:lowdin_charge:R:1
N -2.413 1.320 -0.103 2.07 -2.10 1.86 0.19
C -1.640 0.384 0.442 -0.36 -1.46 -1.97 -0.07
C -1.681 -1.041 -0.127 1.07 2.21 -1.41 -0.10
N -0.379 -1.657 0.062 -1.38 1.45 0.33 0.08
C 0.743 -0.894 0.033 -0.21 1.42 0.13 -0.25
C 2.100 -1.248 0.087 0.89 -0.44 0.20 -0.04
N 2.980 -0.256 0.159 0.43 -0.03 -0.45 0.09
C 2.654 1.032 -0.022 -3.23 -3.33 0.17 -0.07
C 1.310 1.378 -0.163 2.42 -0.93 0.59 -0.05
N 0.434 0.427 0.006 -1.78 -1.16 -1.04 0.09
H -2.879 1.143 -0.973 -0.09 0.72 -0.29 0.14
H -2.163 2.144 0.385 -1.16 1.83 -0.58 0.12
H -1.209 0.557 1.394 -0.29 0.17 0.90 0.14
H -2.575 -1.567 0.117 -0.16 -0.89 1.41 0.13
H -1.908 -0.916 -1.205 0.49 0.23 -0.03 0.14
H -0.390 -2.611 0.103 0.54 -2.69 0.19 0.12
H 2.554 -2.296 0.117 -1.13 1.48 0.00 0.15
H 3.377 1.714 0.049 2.82 2.54 -0.01 0.07
H 1.084 2.387 -0.360 -0.95 1.00 -0.01 0.11
```
Positions in Å, forces in eV/Å.

Energy above the lowest of the compared OMol25 structures with the same formula, charge and spin = 227.5 kJ/mol
Total charge = +1
SMILES string = [NH2+]=CCNc1cnccn1
Lowest unoccupied orbital energy = -3.59 eV
Frontier orbital gap = 0.3309 Ha

***

The calculation returns the following E_tot values, one per record and in order: -493.941680 -493.693752 -891.846268 -473.495702 -473.467770 -871.636136 -796.287498 -452.761805 hartree.